Molecular formula: C15H18ClIrN3O2SbSe4
Method: DFT, ωB97M-V/def2-TZVPD

Atoms and positions in Å:
Ir1 -1.68 -0.17 -0.15
O1 0.07 0.42 0.90
C1 0.27 0.71 2.14
C2 1.57 0.51 2.69
C3 1.87 0.82 3.99
C4 0.89 1.36 4.84
C5 -0.38 1.57 4.33
C6 -0.71 1.26 3.01
C7 -2.08 1.51 2.56
N1 -2.77 0.86 1.65
C8 -4.02 1.42 1.60
C9 -4.10 2.43 2.50
N2 -2.86 2.49 3.10
H1 2.30 0.07 2.02
H2 2.86 0.63 4.38
H3 1.12 1.58 5.87
H4 -1.15 1.94 5.00
H5 -4.77 1.03 0.93
H6 -4.90 3.10 2.76
H7 -2.55 3.14 3.79
Se1 -2.62 -5.88 0.45
Sb1 -3.49 -3.51 0.10
Se2 -1.44 -2.19 0.98
Se3 -3.27 -0.89 -1.63
Se4 -5.36 -3.34 1.70
Cl1 -1.72 2.14 -1.02
O2 0.24 -1.19 -1.54
C10 1.09 -0.40 -1.85
C11 0.89 0.69 -2.87
C12 1.29 0.06 -4.22
C13 2.67 -0.62 -4.27
C14 2.76 -1.95 -3.50
C15 3.03 -1.79 -1.99
N3 2.43 -0.56 -1.47
H8 1.50 1.57 -2.64
H9 -0.16 0.99 -2.89
H10 1.25 0.84 -4.99
H11 0.54 -0.69 -4.48
H12 3.44 0.08 -3.91
H13 2.91 -0.82 -5.32
H14 3.55 -2.58 -3.94
H15 1.81 -2.49 -3.64
H16 4.10 -1.75 -1.79
H17 2.61 -2.64 -1.45
H18 2.98 0.24 -1.73

Values from the calculation:
Frontier orbital gap (alpha / beta) ... 4.88 / 4.75 eV
Calculated total energy ... -307699.8990 eV
Spin multiplicity ... 5
Charge ... -2
Largest force on an atom ... 0.0357 Eh/bohr
Energy above the lowest of the compared OMol25 structures with the same formula, charge and spin ... 0.00 kcal/mol

The molecule's Mulliken atomic charges, reported in e, are given here: Ir 1.38; O -0.81; C 0.41; C -0.73; C -0.36; C -0.76; C -0.76; C 0.56; C 0.13; N -0.21; C -0.35; C -0.63; N -0.05; H 0.37; H 0.37; H 0.33; H 0.35; H 0.40; H 0.40; H 0.21; Se -0.48; Sb 0.40; Se -0.44; Se -0.48; Se -0.77; Cl -0.66; O -0.56; C 0.55; C -0.68; C -0.62; C -0.83; C -0.45; C -0.86; N -0.18; H 0.31; H 0.28; H 0.43; H 0.29; H 0.34; H 0.36; H 0.42; H 0.27; H 0.45; H 0.28; H 0.35